1.
Computed, not measured: an isolated molecule of C3H2F2O2 at a distorted geometry, with the ωB97M-V functional and the def2-TZVPD basis.

The geometry in XYZ format:
```
9
Properties=species:S:1:pos:R:3:forces:R:3
F -1.69995 -0.60675 -0.85800 -1.72 -0.16 -0.45
C -0.67712 -0.00333 -0.31663 0.63 -0.58 -0.81
C -0.05436 1.06662 -0.79037 2.01 -0.01 2.90
F -0.45068 2.09257 -1.52881 1.02 -1.10 0.69
O 1.24853 1.14285 0.04908 -2.75 1.62 -2.47
O 1.35437 -0.12524 0.65212 1.25 -0.40 -0.17
C 0.12983 -0.81597 0.61618 0.00 0.61 3.77
H -0.17364 -0.90477 1.78308 -0.37 0.57 -2.47
H 0.32302 -1.84598 0.39335 -0.05 -0.55 -0.98
```
Forces are in eV/Å.

Output
* spin multiplicity: 1
* Kohn-Sham gap: 9.733 eV
* charge: 0
* SMILES: FC1=C(F)OOC1

2.
Computed, not measured: a structure of composition C10H9N12S2Tl at a distorted geometry, with the ωB97M-V functional and the def2-TZVPD basis.

The geometry in XYZ format:
```
34
Properties=species:S:1:pos:R:3:forces:R:3
Tl 2.16905 -0.71923 -1.58035 1.15 0.62 -0.55
C 5.02955 1.33327 2.46235 -0.09 -0.44 0.08
S 4.80755 -0.43703 2.81945 0.18 0.11 -0.13
C 3.45905 -0.78863 1.65395 0.21 -0.13 0.21
S 3.56365 -2.19093 0.74435 0.02 -0.47 -0.12
N 2.53155 0.09787 1.73405 -0.14 0.92 0.70
N 1.54175 0.12237 0.80825 -0.86 -0.12 -0.10
C 0.41205 0.55157 1.24935 1.27 -0.36 0.70
C -0.80985 0.71757 0.50775 -1.10 0.57 -0.34
C -1.97955 0.75747 1.26445 0.90 -0.17 0.35
C -3.31715 0.82707 0.82565 -0.74 -0.01 -0.48
C -3.78985 0.49107 -0.39875 -0.14 0.03 0.49
C -2.90455 -0.18783 -1.39445 -0.05 -0.05 -0.29
N -0.77545 0.94007 -0.81455 -0.04 0.35 -0.38
H 5.55595 1.78777 3.29675 0.06 0.09 0.07
H 4.03535 1.75377 2.34855 0.00 0.17 0.03
H 5.60265 1.44537 1.54435 0.01 0.11 -0.02
H 0.31835 0.72937 2.32575 0.10 0.09 -0.14
H -1.83165 0.73947 2.33785 0.09 -0.08 -0.02
H -4.03385 1.16517 1.57315 -0.02 0.06 -0.08
H -4.81745 0.68217 -0.67325 -0.11 0.04 0.03
H -3.45255 -0.37443 -2.33745 0.23 0.16 0.25
N -2.40985 -1.42083 -0.79905 -0.41 -0.11 0.20
C -1.79585 0.78227 -1.71905 -0.45 0.02 -0.63
N -1.84735 1.45767 -2.80215 -0.25 -0.71 0.47
N -0.78055 2.30417 -3.08265 -0.64 0.91 -0.84
N 0.31575 2.02157 -2.51155 0.80 0.49 -0.07
N 0.46785 1.26397 -1.50895 0.52 -0.71 0.94
C -1.29795 -2.12143 -1.20815 0.67 -0.50 -0.29
N -1.31325 -3.46013 -1.27785 -0.65 0.45 0.04
N -0.07005 -3.80133 -1.58155 0.46 -0.55 -0.05
N 0.65995 -2.74843 -1.69855 -0.22 -0.49 -0.25
N -0.07925 -1.64463 -1.46705 -0.85 -0.41 0.12
H -3.16415 -2.07623 -0.64055 0.09 0.15 0.10
```
Forces are in eV/Å.

Output
* spin multiplicity: 1
* Kohn-Sham gap: 5.143 eV
* charge: -2

3.
Computed, not measured: a cluster of 2 separate species, C10H17NO in total at a distorted geometry, with the ωB97M-V functional and the def2-TZVPD basis.

The geometry in XYZ format:
```
29
Properties=species:S:1:pos:R:3:forces:R:3
C -3.44206 0.00081 -0.41348 3.69 2.03 0.30
C -1.99192 -0.48868 -0.67936 0.58 -2.47 0.33
C -1.52699 -0.44509 -2.12738 2.50 3.21 1.70
C -1.77021 -1.98668 -0.02915 0.42 1.81 -0.53
N -1.13133 0.30558 0.14657 0.41 -0.33 -0.31
C -0.91435 1.37918 0.59527 -0.24 -0.39 0.10
O -0.64039 2.36611 1.13946 0.29 1.25 0.45
H -4.08571 -0.14933 -1.20687 -1.62 -0.83 -1.24
H -3.63495 -0.36708 0.55246 -1.27 -0.44 0.99
H -3.25538 1.10273 -0.32271 -0.81 -0.73 -0.10
H -2.03570 -1.06160 -2.74325 -1.94 -2.06 -1.88
H -0.46056 -0.75531 -2.14037 -0.60 0.28 -0.14
H -1.57912 0.61908 -2.52696 0.03 -1.22 0.41
H -2.19664 -1.78922 0.92088 -0.33 -0.49 1.21
H -2.29928 -2.75867 -0.51232 -1.10 -0.69 -0.80
H -0.76139 -2.42884 0.13025 -0.23 1.16 -0.41
C 2.70541 2.77508 1.60614 -0.47 0.45 0.14
C 2.49901 1.65133 0.99690 -0.17 -2.59 0.14
C 2.43229 0.39680 0.57695 0.31 -0.60 -0.75
C 1.95022 -0.05917 -0.76456 -1.42 3.79 0.14
C 2.75449 -0.84091 1.38047 -0.70 -1.37 1.10
H 1.93123 3.28650 2.21734 0.73 -0.27 -0.66
H 3.69592 3.16226 1.42683 0.10 0.66 0.43
H 1.67607 0.88000 -1.31577 0.51 -1.04 -0.32
H 2.54532 -0.74650 -1.28741 1.00 -0.74 -0.64
H 1.00373 -0.45561 -0.50858 -1.00 -1.05 -0.20
H 1.95764 -1.73255 1.45166 1.09 2.44 -0.34
H 3.64560 -1.41502 1.08269 -0.01 0.66 -0.31
H 2.92905 -0.44520 2.35429 0.23 -0.44 1.22
```
Forces are in eV/Å.

Output
* spin multiplicity: 1
* Kohn-Sham gap: 9.497 eV
* charge: 0
* SMILES: CC(C)(C)N=C=O.C=C=C(C)C

4.
Computed, not measured: a cluster of 2 separate species, C3H7NO2P in total at a distorted geometry, with the ωB97M-V functional and the def2-TZVPD basis.

The geometry in XYZ format:
```
14
Properties=species:S:1:pos:R:3:forces:R:3
C -1.54581 -1.43013 -0.50975 -1.91 0.67 -3.75
C 0.39882 -1.89669 0.83021 0.14 -2.42 -0.44
C 0.84346 2.79961 0.14655 1.98 -2.14 2.11
N -0.08875 -1.47585 -0.50761 0.28 1.49 1.85
O -1.79969 -0.06472 0.02986 1.14 0.40 0.16
O 0.07547 -0.77849 1.67268 0.67 1.70 -0.97
P -0.21583 0.19953 0.35474 -1.49 -2.25 -0.21
H -2.00009 -1.43519 -1.63041 1.29 0.26 2.55
H -2.11926 -2.22592 -0.02262 0.58 0.26 0.67
H -0.04047 -2.85490 1.22864 -0.09 1.09 -0.43
H 1.46458 -2.11161 0.73365 0.08 0.58 0.35
H 1.32720 2.80792 1.23011 -1.43 0.06 -2.52
H -0.01310 3.31457 -0.17128 -1.47 0.61 0.33
H 1.48381 2.56753 -0.70084 0.22 -0.31 0.30
```
Forces are in eV/Å.

Output
* spin multiplicity: 1
* Kohn-Sham gap (spin up / spin down): 7.231 / 7.232 eV
* charge: +1

5.
Computed, not measured: a cluster of 3 separate species, C4H13O4 in total at a distorted geometry, with the ωB97M-V functional and the def2-TZVPD basis.

The geometry in XYZ format:
```
21
Properties=species:S:1:pos:R:3:forces:R:3
C 1.49259 0.08732 -0.91993 -0.23 0.80 -0.02
O 1.63531 1.50063 -1.09922 0.88 -1.02 -0.35
C 1.73368 -0.30097 0.54491 -1.97 -0.29 -0.93
C 0.54171 0.23125 1.38042 1.19 -0.25 -0.16
C -0.75124 -0.53000 1.07999 -0.86 0.33 -0.62
O -1.56706 0.12529 0.13580 -0.55 -0.54 0.07
H 2.08388 -0.52947 -1.60837 0.66 0.57 0.00
H 0.47361 -0.17179 -1.23182 -0.13 -0.17 0.46
H 2.67434 0.05805 0.95202 0.26 -0.18 -0.23
H 1.59671 -1.39066 0.53553 0.79 -0.11 0.44
H 0.38957 1.27498 1.09937 -0.11 0.03 0.25
H 0.91861 0.20691 2.40875 -0.72 -0.14 0.26
H -0.60249 -1.50039 0.57432 0.76 -0.25 0.77
H -1.36150 -0.70163 1.98302 0.30 -0.06 0.12
H -1.24068 1.08157 -0.14042 -0.34 0.29 0.39
H -2.48865 -1.93420 -2.00028 0.00 0.43 -0.23
H -2.20033 -2.23872 -0.56999 0.13 0.38 0.32
O -2.19577 -2.64532 -1.43635 -0.08 -0.66 -0.09
H 0.74586 1.88841 -0.90539 -0.47 0.38 0.01
H -1.06862 3.18611 -0.26500 -0.15 0.02 0.16
O -0.80955 2.30263 -0.51735 0.64 0.44 -0.63
```
Forces are in eV/Å.

Output
* spin multiplicity: 1
* Kohn-Sham gap: 8.533 eV
* charge: -1

6.
Computed, not measured: a cluster of 2 separate species, C4H8NS2 in total at a distorted geometry, with the ωB97M-V functional and the def2-TZVPD basis.

The geometry in XYZ format:
```
15
Properties=species:S:1:pos:R:3:forces:R:3
C -0.11533 -0.02834 -0.24385 1.76 -0.78 1.90
C -0.46131 1.17777 0.13417 3.35 4.58 3.75
C 0.51661 1.71648 1.32469 -3.95 -2.65 -3.75
C -1.44371 2.13855 -0.46656 0.24 -1.50 0.96
N 1.07744 -3.10168 -0.57505 -0.10 -2.01 1.28
S 1.12218 -0.90391 0.55712 0.55 0.57 1.09
S 1.49101 0.61226 1.95914 0.61 -0.64 -0.56
H -0.69624 -0.58670 -0.85057 -1.52 -1.79 -2.42
H 0.16304 2.55928 1.81946 0.12 1.76 0.85
H -1.54841 3.06271 0.04448 0.15 0.68 0.78
H -2.37469 1.61213 -0.37104 -0.83 0.10 -0.74
H -1.11129 2.36392 -1.44318 -0.20 0.06 -1.33
H 1.47823 -3.18411 -1.50961 0.05 -0.33 0.33
H 0.28764 -3.74641 -0.50112 -0.68 0.55 -0.94
H 1.61481 -3.69195 0.12192 0.45 1.40 -1.19
```
Forces are in eV/Å.

Output
* spin multiplicity: 1
* Kohn-Sham gap: 8.736 eV
* charge: +1